Entry 1:
Below is a molecular structure, C10H16Cl2CoNOS4Sb at a distorted geometry, with properties calculated with the ωB97M-V functional and the def2-TZVPD basis.

Geometry as ORCA input:
```
! RIJCOSX wB97M-V def2-TZVPD def2/J DEFGRID3
* xyz -1 3
Co 0.883 -1.647 0.410
S -1.291 1.216 5.212
Sb 0.280 0.023 4.108
S -0.373 -2.321 3.488
S -0.602 -1.152 1.769
S 1.672 0.148 -0.973
C 1.190 -1.054 -2.117
C 0.926 -1.009 -3.488
C 0.657 -2.143 -4.222
C 0.764 -3.417 -3.586
C 1.019 -3.431 -2.250
N 1.042 -2.302 -1.528
H 0.841 -0.040 -3.904
H 0.590 -2.091 -5.314
H 0.492 -4.363 -4.080
H 1.157 -4.354 -1.627
C 0.132 4.578 2.420
C -1.107 3.859 1.913
O -0.982 3.651 0.475
C -2.227 3.111 -0.079
C -2.084 1.662 -0.548
H 0.258 4.479 3.464
H -0.011 5.665 2.104
H 1.053 4.167 1.962
H -2.012 4.460 2.127
H -1.272 2.939 2.457
H -2.430 3.701 -1.055
H -3.032 3.171 0.627
H -1.343 1.500 -1.310
H -3.018 1.419 -1.026
H -1.812 1.013 0.269
Cl 2.651 -2.662 1.315
C 2.003 -4.397 0.903
Cl 3.077 -5.221 -0.186
H 1.028 -4.249 0.421
H 1.881 -4.907 1.848
*
```

The gap between HOMO and LUMO (alpha / beta) is 6.543 / 6.133 eV. The relative energy (zero: lowest compared OMol25 entry of this formula, charge and spin) comes out at 76.34 kJ/mol. The expectation value of S² is 2.0226.

=====

Entry 2:
Below is C5H7N in the gas phase at a distorted geometry, with properties calculated with the ωB97M-V functional and the def2-TZVPD basis.

Geometry as ORCA input:
```
! RIJCOSX wB97M-V def2-TZVPD def2/J DEFGRID3
* xyz 0 1
C -1.179 -0.726 0.601
C -1.019 0.394 -0.358
N -0.342 1.617 -0.047
C 0.507 0.784 -0.889
C 1.612 0.033 -0.382
C 2.587 -0.553 0.029
H -0.232 -0.964 1.090
H -1.914 -0.427 1.348
H -1.539 -1.641 0.119
H -1.882 0.577 -1.031
H 0.009 1.510 0.901
H -0.074 0.458 -1.744
H 3.465 -1.063 0.363
*
```

The gap between HOMO and LUMO is 9.217 eV. The relative energy (zero: lowest compared OMol25 entry of this formula, charge and spin) comes out at 453.46 kJ/mol.